# 1
{
  "formula": "C31H36BBr2ClFN4O5P",
  "method": "the ωB97M-V functional and the def2-TZVPD basis",
  "elements": ["H", "N", "C", "C", "C", "C", "Cl", "C", "C", "C", "C", "C", "N", "C", "C", "P", "N", "C", "C", "C", "O", "C", "C", "C", "C", "C", "Br", "C", "C", "Br", "C", "B", "O", "O", "C", "C", "C", "C", "F", "C", "O", "H", "H", "H", "H", "H", "H", "H", "H", "H", "H", "H", "H", "H", "H", "H", "H", "H", "H", "H", "H", "H", "H", "H", "H", "C", "O", "C", "C", "C", "N", "H", "H", "H", "H", "H", "H", "H", "H", "H", "H", "H"],
  "xyz": [[6.480905, -0.619731, 1.578282], [6.435075, 0.214640, 0.990264], [5.256156, 0.421405, 0.592716], [4.031107, -0.381636, 0.951957], [3.223808, -0.847654, -0.233039], [3.753934, -1.754238, -1.145807], [5.327618, -2.398247, -0.842403], [3.046029, -2.239071, -2.243048], [3.665119, -3.264441, -3.122454], [3.211615, -4.576119, -3.127407], [3.844069, -5.491047, -3.958834], [4.901897, -5.054844, -4.744664], [5.339399, -3.793363, -4.762461], [4.727909, -2.928913, -3.965683], [1.745760, -1.776837, -2.480099], [0.925775, -2.377321, -4.012310], [1.782403, -2.126438, -5.298717], [1.176129, -0.882468, -1.563646], [1.905631, -0.431574, -0.457322], [1.203813, 0.509589, 0.486168], [1.745591, 1.481090, 0.965325], [-0.234448, 0.197298, 0.730435], [-0.946823, -0.219709, -0.391078], [-2.286736, -0.498053, -0.317192], [-2.941271, -0.392033, 0.902518], [-4.401432, -0.763894, 0.959763], [-5.381430, 0.079219, -0.506717], [-4.733311, -2.270991, 0.898317], [-5.935091, -2.591387, 1.791781], [-3.244189, -3.402764, 1.451038], [-2.248756, -0.003933, 2.053973], [-2.974595, 0.048007, 3.460951], [-4.217368, 0.643194, 3.620433], [-2.349897, -0.487264, 4.567039], [-2.949656, -1.625236, 5.180850], [-0.871907, 0.313838, 1.962342], [-0.122219, 0.780279, 3.184014], [-0.540038, 2.180143, 3.651476], [0.483124, 3.096519, 3.443626], [-0.217194, -0.336150, -1.684557], [-0.705569, 0.020510, -2.733257], [5.096389, 1.286575, -0.051943], [3.418285, 0.239155, 1.596088], [4.349968, -1.260941, 1.517823], [2.386852, -4.865098, -2.488248], [3.532376, -6.524995, -4.001014], [5.420434, -5.759262, -5.383113], [5.075104, -1.902764, -3.992809], [-0.287155, -1.701766, -4.024023], [0.611261, -3.717787, -3.727439], [2.014890, -2.970574, -5.805212], [-2.827441, -0.791269, -1.206304], [-4.863274, -0.340087, 1.839267], [-4.992811, -2.540835, -0.119291], [-5.623455, -2.814808, 2.809696], [-6.486603, -3.442159, 1.397106], [-6.620348, -1.742631, 1.783655], [-4.875117, 0.034762, 3.974652], [-3.286927, -1.379742, 6.187444], [-2.213756, -2.424180, 5.251037], [-3.795971, -2.015617, 4.609417], [0.943478, 0.834237, 2.979637], [-0.250790, 0.062741, 3.987982], [-0.806814, 2.186728, 4.708125], [-1.413350, 2.526160, 3.091772], [-2.494839, 4.325736, -1.494705], [-1.755175, 3.710804, -0.459280], [-0.348923, 3.723337, -0.621940], [0.347980, 5.004858, -0.151223], [0.196874, 6.175337, -1.117265], [-0.088501, 5.424156, 1.182162], [-2.021849, 4.166655, -2.468642], [-2.619527, 5.398800, -1.327110], [-3.482569, 3.865307, -1.506904], [0.017804, 2.903982, -0.001609], [-0.086900, 3.490218, -1.663862], [1.413993, 4.766877, -0.083598], [-0.801943, 6.610174, -1.068799], [0.905702, 6.962477, -0.862673], [0.386664, 5.866619, -2.147336], [0.117759, 4.688809, 1.853481], [-1.102709, 5.489636, 1.172418]],
  "forces_ev_per_a": [[0.002, -0.028, 0.002], [-0.006, 0.060, 0.037], [0.143, 0.152, -0.059], [0.069, -0.343, 0.080], [-0.268, 0.441, -0.100], [-0.037, -0.179, 0.108], [0.178, -0.101, 0.045], [-0.123, -0.008, -0.102], [0.083, -0.136, -0.149], [0.227, 0.157, -0.040], [0.063, 0.104, -0.048], [-0.169, 0.005, 0.133], [-0.081, -0.061, 0.110], [-0.142, -0.101, 0.024], [-0.199, 0.158, 0.214], [0.665, 0.291, -0.915], [-0.302, -0.123, 0.281], [0.181, -0.124, -0.062], [0.044, -0.066, 0.035], [-0.017, 0.222, -0.011], [0.131, -0.165, -0.029], [-0.015, -0.169, 0.087], [0.128, -0.081, -0.127], [-0.083, 0.038, -0.031], [-0.140, 0.150, -0.085], [0.225, -0.210, -0.032], [-0.189, 0.128, 0.023], [-0.598, 0.144, 0.282], [-0.058, 0.039, -0.361], [0.065, -0.075, -0.070], [0.188, 0.484, 0.141], [0.034, 0.271, 0.425], [-0.015, -0.602, -0.741], [-0.067, -0.600, -0.486], [-0.029, 0.057, 0.402], [-0.020, -0.051, -0.047], [0.309, 0.157, -0.013], [-0.398, -0.206, -0.056], [-0.017, -0.025, 0.063], [-0.018, 0.183, -0.272], [0.002, -0.190, 0.215], [-0.112, 0.011, -0.033], [-0.034, 0.011, 0.055], [0.027, 0.004, 0.032], [0.011, -0.081, 0.028], [-0.016, -0.021, 0.034], [0.043, 0.039, -0.074], [0.056, 0.017, -0.032], [-0.199, -0.175, 0.279], [-0.237, 0.017, 0.235], [0.155, 0.064, -0.051], [0.027, 0.017, -0.062], [0.086, 0.047, 0.000], [0.416, -0.145, -0.104], [-0.048, 0.090, 0.075], [0.077, -0.144, 0.129], [-0.040, 0.031, 0.050], [-0.044, 0.346, 0.567], [-0.039, 0.058, 0.010], [0.070, 0.025, -0.053], [-0.035, 0.042, -0.047], [-0.001, 0.031, -0.001], [-0.140, -0.008, 0.033], [0.219, 0.071, 0.083], [0.048, 0.100, -0.054], [-0.061, -0.047, 0.055], [-0.035, 0.012, -0.029], [0.122, -0.178, 0.067], [-0.144, 0.180, -0.012], [0.070, 0.017, -0.047], [-0.038, -0.203, 0.006], [0.011, 0.017, -0.012], [0.041, 0.014, -0.052], [0.003, -0.016, 0.007], [-0.048, 0.036, 0.041], [-0.011, 0.065, -0.020], [-0.001, -0.074, -0.014], [-0.023, -0.028, 0.009], [-0.020, 0.011, 0.038], [-0.013, -0.004, -0.001], [0.110, 0.075, 0.014], [0.003, 0.077, -0.014]],
  "orbital_gap_ev": 7.45,
  "max_force_ev_per_a": 1.2,
  "energy_ha": -7872.4193,
  "e_homo_ha": -0.3174,
  "smiles": "[H]/N=C\\Cc1c(Cl)c(-c2cccnc2)c([PH2]=N)c2c1C(=O)c1c(cc([C@@H](Br)[C@H](C)Br)c(B(O)OC)c1CCF)C2=O.COC[C@@H](C)N"
}



# 2
{
  "formula": "C31H36ClF3FeNPSSe2Si",
  "method": "the ωB97M-V functional and the def2-TZVPD basis",
  "elements": ["Fe", "C", "Si", "C", "C", "C", "C", "C", "C", "N", "C", "S", "H", "H", "H", "H", "H", "H", "H", "H", "H", "H", "H", "H", "C", "Se", "C", "C", "Se", "C", "H", "H", "H", "H", "H", "H", "H", "H", "H", "H", "Cl", "C", "C", "C", "C", "C", "C", "P", "C", "C", "C", "C", "C", "C", "C", "C", "C", "C", "C", "C", "H", "H", "H", "H", "H", "H", "H", "H", "H", "H", "H", "H", "H", "H", "F", "C", "F", "F"],
  "xyz": [[-0.384358, -0.622353, 1.844075], [-4.224323, -1.001287, -4.082091], [-2.456978, -1.221556, -3.526312], [-2.162797, -3.022599, -3.235061], [-1.300739, -0.614474, -4.854067], [-2.203183, -0.046782, -2.067982], [-2.563313, 1.273072, -2.295078], [-2.392451, 2.261171, -1.325288], [-1.806964, 1.884392, -0.139314], [-1.437535, 0.626576, 0.122485], [-1.662904, -0.352608, -0.791489], [-1.243103, -1.942069, -0.250283], [-4.404389, -1.522877, -5.025963], [-4.486449, 0.048821, -4.226639], [-4.907565, -1.415370, -3.335650], [-2.425028, -3.557617, -4.153420], [-2.773721, -3.403279, -2.415829], [-1.121053, -3.228745, -2.986584], [-1.411621, -1.183589, -5.780806], [-0.263967, -0.708537, -4.516302], [-1.483940, 0.439447, -5.080329], [-2.989140, 1.556517, -3.253511], [-2.682108, 3.288612, -1.497799], [-1.605574, 2.613519, 0.637301], [-0.253554, 2.392298, 4.585905], [-1.357015, 1.465126, 3.290446], [-2.417234, 0.445532, 4.569234], [-3.639389, -0.123940, 3.868914], [-3.133216, -1.171140, 2.282994], [-4.471894, -0.428707, 1.088106], [0.307109, 1.686114, 5.193912], [-0.893339, 3.009405, 5.211231], [0.437742, 3.021408, 4.029605], [-2.706492, 1.141657, 5.356897], [-1.780721, -0.333438, 4.987425], [-4.292478, 0.680842, 3.533971], [-4.194870, -0.773036, 4.543884], [-5.449287, -0.505856, 1.558304], [-4.452950, -1.037651, 0.186810], [-4.242447, 0.605746, 0.838418], [1.793134, -0.001755, 3.417091], [3.174710, -0.648266, 2.548994], [4.231198, -1.142106, 3.289797], [5.345689, -1.617858, 2.616688], [5.384817, -1.586679, 1.230253], [4.304419, -1.094135, 0.512746], [3.167588, -0.616057, 1.161220], [1.653504, -0.034160, 0.291985], [1.926477, 1.778025, 0.198334], [2.753908, 2.457352, 1.089161], [2.825091, 3.845034, 1.070976], [2.073047, 4.573012, 0.160929], [1.246153, 3.906391, -0.733483], [1.168472, 2.522153, -0.708308], [1.985864, -0.641361, -1.400560], [2.505139, 0.150187, -2.421527], [2.775623, -0.396055, -3.670967], [2.544632, -1.742607, -3.906497], [2.060382, -2.547936, -2.882669], [1.782787, -2.002063, -1.639184], [4.173532, -1.157373, 4.369181], [6.179063, -2.017595, 3.179162], [6.255191, -1.954540, 0.703428], [4.339112, -1.089848, -0.569389], [3.367700, 1.909371, 1.792480], [3.475616, 4.355046, 1.769973], [2.133151, 5.653612, 0.145721], [0.654635, 4.461535, -1.450646], [0.503944, 2.017826, -1.401060], [2.712516, 1.197146, -2.250821], [3.173998, 0.234507, -4.455348], [2.748403, -2.166394, -4.881882], [1.891452, -3.603850, -3.051567], [1.406179, -2.635877, -0.848277], [-1.200768, -3.370586, 3.405078], [-0.432000, -2.263308, 3.367412], [0.189840, -2.258580, 4.590443], [0.659053, -2.694944, 2.471029]],
  "forces_ev_per_a": [[-1.034, -0.558, -0.606], [-0.217, 0.025, -0.052], [0.037, 0.134, 0.114], [0.049, -0.256, 0.086], [0.167, 0.109, -0.155], [-0.024, -0.004, 0.093], [0.010, 0.051, 0.038], [-0.005, -0.037, -0.040], [0.038, -0.065, 0.083], [0.034, -0.111, 0.043], [0.133, 0.040, 0.021], [-0.034, 0.239, 0.176], [0.003, 0.003, 0.028], [-0.019, -0.020, -0.015], [-0.008, 0.022, -0.027], [0.016, -0.031, 0.020], [0.012, -0.031, -0.039], [-0.026, -0.007, -0.022], [0.006, 0.006, 0.022], [-0.020, 0.009, -0.029], [0.034, -0.020, -0.025], [0.003, -0.013, 0.010], [-0.003, -0.010, 0.006], [-0.008, -0.023, 0.021], [0.078, -0.017, 0.049], [-0.062, 0.137, -0.075], [-0.053, -0.035, 0.003], [0.086, 0.018, 0.032], [-0.356, -0.072, 0.167], [0.059, 0.060, -0.057], [-0.020, 0.004, 0.013], [0.027, 0.027, 0.021], [0.009, -0.001, 0.001], [-0.021, -0.038, 0.040], [-0.008, -0.020, -0.010], [-0.018, 0.000, -0.008], [-0.004, 0.028, 0.038], [-0.015, -0.006, -0.021], [0.018, 0.013, -0.009], [-0.002, 0.002, 0.003], [0.497, 0.075, 0.042], [-0.226, 0.101, 0.205], [0.054, -0.021, -0.012], [-0.013, -0.007, 0.012], [-0.048, 0.019, -0.011], [0.042, -0.033, -0.045], [-0.073, 0.055, -0.069], [0.491, 0.116, 0.166], [-0.107, -0.048, -0.014], [0.101, 0.014, -0.034], [-0.027, -0.040, -0.009], [-0.009, -0.014, 0.000], [0.028, -0.043, 0.022], [-0.055, -0.016, -0.022], [0.003, -0.013, 0.003], [-0.009, 0.019, -0.038], [-0.015, -0.004, 0.055], [-0.003, -0.024, 0.035], [0.009, 0.033, -0.013], [-0.025, -0.003, 0.012], [-0.001, -0.001, -0.008], [0.002, 0.008, -0.004], [-0.004, 0.000, -0.004], [-0.006, 0.001, 0.014], [-0.027, -0.012, 0.009], [0.008, -0.001, -0.006], [0.000, 0.000, 0.001], [0.000, 0.000, 0.005], [0.051, 0.000, -0.002], [-0.017, 0.032, 0.014], [-0.011, 0.004, -0.003], [0.002, 0.000, 0.011], [0.004, 0.008, -0.002], [-0.041, 0.005, 0.016], [-0.271, 0.131, 0.004], [1.015, 0.058, -0.573], [-0.156, 0.061, 0.043], [-0.023, -0.012, 0.260]],
  "orbital_gap_ev": [7.59, 7.51],
  "spin_multiplicity": 5,
  "max_force_ev_per_a": 1.3,
  "de_lowest_kcal_mol": 24.7,
  "energy_ha": -9113.0713,
  "s2": 6.016,
  "e_homo_ha": [-0.2660, -0.2637]
}



Number 1 is which compound?
C31H36BBr2ClFN4O5P